[1]
# C11H29NO8P2

2 unconnected molecules or ions with the total composition C11H29NO8P2 (ωB97M-V/def2-TZVPD, OMol25).

Positions of all 51 atoms, in Å:
C (1.597, -0.509, 1.921)
C (1.697, 0.747, 2.771)
O (0.364, 1.225, 2.996)
C (2.617, 1.836, 2.189)
N (2.921, 1.741, 0.759)
C (2.201, 2.681, -0.095)
C (0.706, 2.427, -0.032)
O (0.163, 2.861, -1.286)
O (-1.088, 3.535, -1.031)
P (-2.249, 2.453, -1.298)
O (-2.183, 1.209, -0.528)
O (-2.187, 2.257, -2.872)
O (-3.488, 3.395, -1.018)
P (-4.624, 3.140, 0.235)
C (-5.210, 1.435, -0.092)
C (-3.528, 2.882, 1.682)
H (2.502, -0.695, 1.347)
H (0.766, -0.418, 1.222)
H (1.396, -1.379, 2.548)
H (2.093, 0.464, 3.752)
H (0.361, 2.188, 2.976)
H (3.564, 1.775, 2.728)
H (2.198, 2.825, 2.435)
H (3.908, 1.931, 0.656)
H (2.531, 2.507, -1.120)
H (2.416, 3.724, 0.173)
H (0.483, 1.371, 0.130)
H (0.224, 2.994, 0.765)
H (-2.525, 1.382, -3.109)
H (-6.292, 1.488, -0.218)
H (-4.769, 0.992, -0.982)
H (-4.985, 0.780, 0.748)
H (-3.507, 1.847, 2.015)
H (-2.505, 3.189, 1.471)
H (-3.921, 3.510, 2.484)
C (1.656, -5.399, -2.805)
O (0.600, -5.323, -1.867)
C (1.028, -5.031, -0.548)
C (0.833, -3.573, -0.196)
O (1.656, -2.720, -0.972)
C (0.978, -2.083, -2.037)
H (1.207, -5.408, -3.797)
H (2.330, -4.543, -2.725)
H (2.232, -6.321, -2.672)
H (2.080, -5.306, -0.416)
H (0.429, -5.642, 0.134)
H (1.107, -3.423, 0.853)
H (-0.221, -3.299, -0.311)
H (0.323, -1.287, -1.664)
H (0.382, -2.793, -2.617)
H (1.734, -1.640, -2.683)

Computed properties:
E_HOMO, eV: -9.05
LUMO level, eV: 0.6516

Now the Löwdin charges, all in e: number 1, C, carries -0.053; number 2, C, carries -0.404; number 3, O, carries -0.056; number 4, C, carries -0.172; number 5, N, carries -0.061; number 6, C, carries -0.187; number 7, C, carries -0.179; number 8, O, carries -0.107; number 9, O, carries -0.153; number 10, P, carries 0.302; number 11, O, carries -0.238; number 12, O, carries -0.074; number 13, O, carries -0.443; number 14, P, carries 0.885; number 15, C, carries -0.288; number 16, C, carries -0.286; number 17, H, carries 0.078; number 18, H, carries 0.071; number 19, H, carries 0.075; number 20, H, carries 0.128; number 21, H, carries 0.067; number 22, H, carries 0.120; number 23, H, carries 0.119; number 24, H, carries 0.107; number 25, H, carries 0.126; number 26, H, carries 0.122; number 27, H, carries 0.106; number 28, H, carries 0.118; number 29, H, carries 0.097; number 30, H, carries 0.024; number 31, H, carries 0.029; number 32, H, carries 0.037; number 33, H, carries 0.039; number 34, H, carries 0.025; number 35, H, carries 0.028; number 36, C, carries -0.113; number 37, O, carries -0.189; number 38, C, carries -0.206; number 39, C, carries -0.209; number 40, O, carries -0.197; number 41, C, carries -0.105; number 42, H, carries 0.088; number 43, H, carries 0.083; number 44, H, carries 0.088; number 45, H, carries 0.127; number 46, H, carries 0.125; number 47, H, carries 0.117; number 48, H, carries 0.130; number 49, H, carries 0.084; number 50, H, carries 0.084; number 51, H, carries 0.090

---

[2]
# C11H30F2N5O14S2V

A molecular structure, C11H30F2N5O14S2V (ωB97M-V/def2-TZVPD, OMol25).

Positions of all 65 atoms, in Å:
O (-1.418, 4.919, 2.884)
V (-1.259, 4.358, 1.412)
N (-0.776, 2.438, 1.889)
S (-0.456, 1.559, 3.086)
O (0.934, 1.404, 3.563)
O (-1.284, 0.328, 3.191)
F (-1.014, 2.648, 4.076)
S (-0.014, 1.399, 0.749)
O (-0.635, 0.154, 0.239)
O (1.399, 1.380, 0.842)
F (-0.316, 2.352, -0.560)
C (3.964, -0.010, 4.550)
C (4.757, -0.583, 5.673)
O (4.339, -0.222, 6.986)
H (2.911, -0.275, 4.645)
H (4.125, -0.401, 3.545)
H (3.939, 1.078, 4.618)
H (5.812, -0.328, 5.575)
H (4.798, -1.666, 5.557)
H (4.359, 0.725, 7.142)
C (-3.146, 1.782, -4.850)
O (-2.451, 1.984, -3.603)
C (-3.289, 1.896, -2.455)
C (-3.798, 0.455, -2.076)
N (-2.682, -0.539, -1.945)
C (-2.894, -1.633, -0.952)
C (-4.243, -2.444, -1.174)
O (-4.211, -3.914, -1.194)
C (-3.857, -4.555, 0.070)
H (-3.671, 2.732, -4.951)
H (-3.851, 0.952, -4.897)
H (-2.410, 1.805, -5.654)
H (-4.119, 2.580, -2.631)
H (-2.779, 2.423, -1.649)
H (-4.374, 0.020, -2.893)
H (-4.401, 0.655, -1.190)
H (-1.731, -0.210, -1.857)
H (-3.051, -1.118, -0.004)
H (-2.021, -2.284, -0.922)
H (-4.739, -2.193, -2.111)
H (-4.990, -2.121, -0.449)
H (-4.659, -4.297, 0.761)
H (-2.969, -4.269, 0.634)
H (-3.897, -5.633, -0.087)
C (0.378, 1.217, -3.563)
N (1.792, 1.011, -3.178)
O (2.022, 0.630, -2.042)
O (2.746, 1.274, -3.931)
H (0.286, 2.279, -3.333)
H (-0.171, 0.487, -2.967)
H (0.261, 0.962, -4.616)
C (1.517, -2.667, -0.587)
N (1.150, -3.570, 0.533)
O (0.539, -4.611, 0.280)
O (1.608, -3.252, 1.649)
H (2.572, -2.791, -0.828)
H (1.363, -1.608, -0.377)
H (0.769, -2.752, -1.375)
C (4.390, 1.831, -0.331)
N (5.136, 0.922, 0.630)
O (6.126, 1.384, 1.187)
O (4.701, -0.187, 0.833)
H (4.686, 2.821, 0.019)
H (3.304, 1.743, -0.330)
H (4.891, 1.548, -1.257)

Computed properties:
E_HOMO (alpha / beta), eV: -8.92 / -8.92
LUMO level (alpha / beta), eV: -3.0450 / -3.0506
2S+1: 3

Now the Löwdin charges, all in e: number 1, O, carries -0.330; number 2, V, carries 1.027; number 3, N, carries -0.400; number 4, S, carries 0.492; number 5, O, carries -0.250; number 6, O, carries -0.250; number 7, F, carries -0.172; number 8, S, carries 0.632; number 9, O, carries -0.255; number 10, O, carries -0.228; number 11, F, carries -0.236; number 12, C, carries -0.096; number 13, C, carries -0.336; number 14, O, carries -0.075; number 15, H, carries 0.067; number 16, H, carries 0.069; number 17, H, carries 0.075; number 18, H, carries 0.103; number 19, H, carries 0.112; number 20, H, carries 0.077; number 21, C, carries -0.067; number 22, O, carries -0.239; number 23, C, carries -0.204; number 24, C, carries -0.160; number 25, N, carries -0.068; number 26, C, carries -0.171; number 27, C, carries -0.171; number 28, O, carries -0.207; number 29, C, carries -0.090; number 30, H, carries 0.083; number 31, H, carries 0.088; number 32, H, carries 0.088; number 33, H, carries 0.111; number 34, H, carries 0.094; number 35, H, carries 0.097; number 36, H, carries 0.116; number 37, H, carries 0.049; number 38, H, carries 0.095; number 39, H, carries 0.111; number 40, H, carries 0.105; number 41, H, carries 0.105; number 42, H, carries 0.074; number 43, H, carries 0.078; number 44, H, carries 0.085; number 45, C, carries 0.048; number 46, N, carries -0.412; number 47, O, carries 0.031; number 48, O, carries 0.053; number 49, H, carries 0.109; number 50, H, carries 0.082; number 51, H, carries 0.109; number 52, C, carries 0.030; number 53, N, carries -0.409; number 54, O, carries 0.049; number 55, O, carries 0.052; number 56, H, carries 0.111; number 57, H, carries 0.066; number 58, H, carries 0.091; number 59, C, carries 0.052; number 60, N, carries -0.436; number 61, O, carries 0.044; number 62, O, carries 0.062; number 63, H, carries 0.093; number 64, H, carries 0.045; number 65, H, carries 0.104

---

[3]
# C11H30N6O15Zn2

A molecular structure, C11H30N6O15Zn2 (ωB97M-V/def2-TZVPD, OMol25).

Positions of all 64 atoms, in Å:
Zn (8.516, 17.804, 3.151)
Zn (4.613, 19.354, 1.754)
C (5.450, 16.066, 2.391)
O (4.786, 16.526, 1.495)
O (6.533, 15.720, 2.195)
O (5.465, 16.975, 3.217)
C (7.497, 21.213, 2.558)
O (8.068, 20.614, 3.528)
O (6.302, 21.523, 2.709)
O (7.462, 20.284, 1.724)
C (11.026, 20.901, -2.586)
O (10.507, 22.025, -2.585)
N (10.567, 19.931, -1.955)
N (11.889, 20.576, -3.549)
H (10.405, 18.961, -2.182)
H (9.817, 20.277, -1.374)
H (12.093, 21.254, -4.270)
H (12.382, 19.710, -3.381)
C (9.132, 16.890, 7.726)
O (9.106, 16.938, 6.509)
N (8.207, 17.419, 8.466)
N (10.091, 16.365, 8.499)
H (8.249, 17.601, 9.459)
H (7.337, 17.747, 8.073)
H (10.923, 15.926, 8.132)
H (10.066, 16.776, 9.421)
C (4.455, 21.349, -2.878)
O (4.306, 20.721, -1.822)
N (4.878, 22.526, -3.042)
N (4.332, 20.788, -4.064)
H (5.053, 22.744, -4.013)
H (5.201, 23.065, -2.251)
H (4.470, 21.286, -4.932)
H (3.819, 19.920, -4.127)
C (4.521, 26.200, 3.947)
C (4.068, 27.621, 3.689)
O (3.148, 27.782, 4.769)
O (3.447, 25.358, 3.779)
H (4.852, 26.167, 4.985)
H (5.314, 25.874, 3.274)
H (3.681, 27.675, 2.671)
H (4.892, 28.334, 3.687)
H (2.792, 26.890, 4.790)
H (3.718, 24.440, 3.710)
C (12.571, 22.508, 4.540)
C (11.542, 23.446, 5.144)
O (10.996, 22.959, 6.379)
O (13.605, 22.116, 5.456)
H (13.120, 22.974, 3.721)
H (12.110, 21.580, 4.203)
H (10.681, 23.489, 4.478)
H (11.882, 24.473, 5.277)
H (10.332, 22.358, 6.032)
H (13.255, 22.325, 6.325)
C (5.316, 22.084, 8.426)
C (4.184, 22.515, 9.457)
O (3.140, 23.261, 8.821)
O (4.791, 21.574, 7.268)
H (6.134, 21.446, 8.763)
H (5.907, 22.968, 8.189)
H (4.719, 23.047, 10.243)
H (3.796, 21.699, 10.068)
H (3.166, 22.723, 8.027)
H (5.425, 21.748, 6.569)

Computed properties:
ΔE to the lowest compared entry with this formula, charge and spin, kcal/mol: 445.4
E_HOMO, eV: -7.88
LUMO level, eV: -4.0858

Now the Löwdin charges, all in e: number 1, Zn, carries 0.756; number 2, Zn, carries 0.836; number 3, C, carries -1.066; number 4, O, carries 0.122; number 5, O, carries 0.144; number 6, O, carries 0.116; number 7, C, carries -0.870; number 8, O, carries -0.019; number 9, O, carries -0.007; number 10, O, carries 0.035; number 11, C, carries -0.798; number 12, O, carries 0.002; number 13, N, carries 0.172; number 14, N, carries 0.151; number 15, H, carries 0.131; number 16, H, carries 0.126; number 17, H, carries 0.115; number 18, H, carries 0.103; number 19, C, carries -0.759; number 20, O, carries -0.022; number 21, N, carries 0.150; number 22, N, carries 0.154; number 23, H, carries 0.110; number 24, H, carries 0.121; number 25, H, carries 0.116; number 26, H, carries 0.099; number 27, C, carries -0.787; number 28, O, carries -0.021; number 29, N, carries 0.176; number 30, N, carries 0.142; number 31, H, carries 0.118; number 32, H, carries 0.137; number 33, H, carries 0.104; number 34, H, carries 0.117; number 35, C, carries -0.299; number 36, C, carries -0.227; number 37, O, carries -0.059; number 38, O, carries -0.054; number 39, H, carries 0.123; number 40, H, carries 0.121; number 41, H, carries 0.115; number 42, H, carries 0.119; number 43, H, carries 0.059; number 44, H, carries 0.102; number 45, C, carries -0.232; number 46, C, carries -0.236; number 47, O, carries -0.069; number 48, O, carries -0.075; number 49, H, carries 0.118; number 50, H, carries 0.112; number 51, H, carries 0.113; number 52, H, carries 0.122; number 53, H, carries 0.080; number 54, H, carries 0.066; number 55, C, carries -0.265; number 56, C, carries -0.220; number 57, O, carries -0.048; number 58, O, carries -0.059; number 59, H, carries 0.109; number 60, H, carries 0.112; number 61, H, carries 0.107; number 62, H, carries 0.105; number 63, H, carries 0.059; number 64, H, carries 0.097

---

[4]
# C11H31F3N2NbO5P4STl

A molecular structure, C11H31F3N2NbO5P4STl (ωB97M-V/def2-TZVPD, OMol25).

Positions of all 59 atoms, in Å:
C (-2.317, 5.956, -0.463)
C (-3.011, 5.130, -1.534)
C (-2.114, 4.020, -2.044)
C (-1.635, 3.100, -0.829)
C (-1.214, 1.588, -1.251)
C (-0.085, 1.018, -0.360)
Nb (-0.299, -1.088, 0.396)
P (-1.086, -3.423, 1.254)
N (0.251, -4.130, 1.747)
P (-1.106, -1.619, -2.038)
N (-0.848, -3.146, -2.344)
P (1.980, -1.753, -0.418)
C (3.388, -0.710, -0.122)
C (4.698, -1.071, -0.891)
C (2.377, -3.432, -0.884)
C (3.665, -3.994, -0.209)
P (-2.651, -0.301, 1.081)
O (-3.550, -0.390, -0.085)
O (-3.281, -1.071, 2.307)
O (-2.592, 1.236, 1.566)
S (0.615, -0.380, 2.700)
O (-0.526, -0.240, 3.548)
O (1.331, 0.848, 2.541)
C (1.773, -1.550, 3.594)
F (1.096, -2.519, 4.188)
F (2.365, -0.793, 4.522)
F (2.710, -2.023, 2.764)
H (-2.851, 6.872, -0.290)
H (-1.301, 6.176, -0.745)
H (-2.314, 5.421, 0.477)
H (-3.237, 5.775, -2.369)
H (-3.927, 4.699, -1.150)
H (-1.242, 4.395, -2.552)
H (-2.702, 3.410, -2.757)
H (-2.431, 3.077, -0.094)
H (-0.758, 3.519, -0.372)
H (-2.142, 0.944, -1.221)
H (-0.919, 1.663, -2.289)
H (0.822, 0.993, -0.951)
H (0.080, 1.732, 0.439)
H (-2.056, -3.354, 2.267)
H (-1.750, -4.146, 0.246)
H (1.110, -3.579, 1.684)
H (-2.448, -1.227, -2.216)
H (-0.356, -0.811, -2.911)
H (-0.430, -3.694, -1.604)
H (3.641, -0.593, 0.924)
H (3.114, 0.287, -0.444)
H (4.528, -1.890, -1.570)
H (5.466, -1.351, -0.195)
H (5.006, -0.225, -1.475)
H (1.560, -4.084, -0.610)
H (2.473, -3.513, -1.960)
H (3.447, -4.979, 0.160)
H (4.449, -4.062, -0.939)
H (3.976, -3.388, 0.624)
H (-3.426, -0.471, 3.050)
H (-1.699, 1.447, 1.858)
Tl (-3.616, 1.694, -1.759)

Computed properties:
Charge: +2
E_HOMO, eV: -15.33
LUMO level, eV: -10.6069

Now the Löwdin charges, all in e: number 1, C, carries -0.081; number 2, C, carries -0.257; number 3, C, carries -0.266; number 4, C, carries -0.241; number 5, C, carries -0.403; number 6, C, carries -0.307; number 7, Nb, carries 0.952; number 8, P, carries 0.622; number 9, N, carries -0.229; number 10, P, carries 0.641; number 11, N, carries -0.261; number 12, P, carries 1.020; number 13, C, carries -0.402; number 14, C, carries -0.084; number 15, C, carries -0.421; number 16, C, carries -0.092; number 17, P, carries 0.295; number 18, O, carries -0.456; number 19, O, carries -0.170; number 20, O, carries -0.162; number 21, S, carries 0.551; number 22, O, carries -0.307; number 23, O, carries -0.330; number 24, C, carries -0.706; number 25, F, carries 0.163; number 26, F, carries 0.166; number 27, F, carries 0.103; number 28, H, carries 0.083; number 29, H, carries 0.085; number 30, H, carries 0.073; number 31, H, carries 0.120; number 32, H, carries 0.099; number 33, H, carries 0.126; number 34, H, carries 0.011; number 35, H, carries 0.066; number 36, H, carries 0.120; number 37, H, carries -0.148; number 38, H, carries 0.102; number 39, H, carries 0.044; number 40, H, carries 0.053; number 41, H, carries -0.025; number 42, H, carries -0.036; number 43, H, carries -0.071; number 44, H, carries -0.028; number 45, H, carries -0.031; number 46, H, carries -0.074; number 47, H, carries 0.092; number 48, H, carries 0.078; number 49, H, carries 0.055; number 50, H, carries 0.089; number 51, H, carries 0.085; number 52, H, carries 0.044; number 53, H, carries 0.104; number 54, H, carries 0.090; number 55, H, carries 0.081; number 56, H, carries 0.062; number 57, H, carries 0.099; number 58, H, carries 0.053; number 59, Tl, carries 1.161

---

Total energy, respectively: -48324.0256; -100785.6197; -148364.6532; -87490.1137 eV.